C25H40N6O2P | ωB97M-V with the def2-TZVPD basis set

The molar mass is 487.61 g/mol. The value obtained for the calculated total energy is -1796.5720 Ha. For the gap between HOMO and LUMO, the calculation gives 6.492 eV. The value obtained for the LUMO energy is 2.355 eV.

```
! wB97M-V def2-TZVPD RIJCOSX def2/J DEFGRID3
* xyz -1 1
C -2.239 3.297 -0.545
C -1.165 2.358 -0.532
P 0.148 0.919 -0.552
N -1.165 -0.185 -0.022
C -0.330 0.469 -2.367
C 0.268 -0.631 -3.170
O 1.342 2.004 -1.206
C 2.674 1.388 -1.302
C 3.520 1.447 0.140
N 3.834 0.068 0.697
C 2.958 -0.136 1.913
C 3.320 -1.474 2.798
C 3.969 -2.707 1.935
O 2.016 -1.975 3.333
H -3.149 3.952 -0.134
H 1.058 -0.192 -0.444
H 0.439 1.267 0.824
H -1.091 -1.112 -0.503
H -2.054 0.274 -0.363
H -1.146 1.168 -2.880
H 0.156 -1.786 -2.959
H 0.881 -0.337 -4.138
H 3.306 2.084 -2.038
H 2.691 0.320 -1.794
H 4.579 1.952 -0.081
H 2.993 2.164 0.916
H 3.658 -0.630 -0.058
H 1.836 -0.221 1.592
H 3.033 0.794 2.638
H 3.978 -1.212 3.758
H 3.438 -3.714 2.283
H 5.112 -2.796 2.251
H 3.812 -2.640 0.775
H 1.399 -2.170 2.556
N 3.741 -6.200 -1.573
C 4.217 -4.915 -1.585
C 5.573 -4.961 -1.346
C 5.927 -6.323 -1.191
C 4.778 -7.066 -1.339
H 2.776 -6.468 -1.716
H 3.552 -4.080 -1.760
H 6.235 -4.107 -1.291
H 6.915 -6.718 -0.994
H 4.609 -8.133 -1.297
N -0.098 5.512 0.222
C -0.937 6.534 0.585
C -0.199 7.696 0.624
C 1.130 7.365 0.267
C 1.163 6.010 0.021
H -0.368 4.543 0.118
H -1.983 6.347 0.785
H -0.577 8.677 0.882
H 1.972 8.041 0.196
H 1.974 5.360 -0.278
N -7.194 3.134 1.252
C -7.155 2.514 0.031
C -5.907 1.953 -0.123
C -5.169 2.240 1.050
C -5.988 2.968 1.883
H -7.987 3.636 1.630
H -8.017 2.526 -0.623
H -5.566 1.395 -0.986
H -4.149 1.947 1.264
H -5.817 3.382 2.868
N -3.226 -2.811 -0.075
C -4.391 -2.538 -0.744
C -5.262 -3.581 -0.523
C -4.602 -4.513 0.313
C -3.347 -4.010 0.577
H -2.406 -2.219 -0.063
H -4.499 -1.628 -1.319
H -6.266 -3.662 -0.920
H -4.999 -5.449 0.684
H -2.532 -4.403 1.170
*
```



C6H15NO | ωB97M-V with the def2-TZVPD basis set

As for the SMILES: C/C=C/C.NCCO. The molar mass is 117.19 g/mol. The value obtained for the calculated total energy is -367.5608 Ha. The calculation puts the energy above the lowest of the compared OMol25 structures with the same formula, charge and spin at 44.3 kcal/mol. For the gap between HOMO and LUMO, the calculation gives 10.177 eV. The value obtained for the LUMO energy is 1.004 eV.

```
! wB97M-V def2-TZVPD RIJCOSX def2/J DEFGRID3
* xyz 0 1
C 1.578 0.326 -1.525
C 1.386 -1.063 -0.977
C 0.462 -1.946 -1.349
C 0.384 -3.335 -0.782
H 0.910 0.475 -2.372
H 1.355 1.064 -0.755
H 2.611 0.405 -1.860
H 2.078 -1.411 -0.212
H -0.235 -1.644 -2.126
H 1.112 -3.469 0.016
H -0.598 -3.530 -0.348
H 0.562 -4.084 -1.554
N -0.879 3.056 0.427
C -0.848 2.171 1.593
C -1.317 0.784 1.169
O -1.148 -0.091 2.268
H 0.054 3.335 0.162
H -1.394 3.911 0.607
H -1.547 2.512 2.359
H 0.148 2.103 2.030
H -0.701 0.485 0.313
H -2.352 0.833 0.822
H -1.621 -0.886 2.094
*
```



C24H28N3 | ωB97M-V with the def2-TZVPD basis set

As for the SMILES: Cn1cc(C(c2cn(C)c3ccccc23)[N+]2(C)CCCC2)c2ccccc21. The molar mass is 358.51 g/mol. The value obtained for the calculated total energy is -1095.2871 Ha. The calculation puts the energy above the lowest of the compared OMol25 structures with the same formula, charge and spin at 64.2 kcal/mol. For the gap between HOMO and LUMO, the calculation gives 8.514 eV. The value obtained for the LUMO energy is -2.054 eV.

```
! wB97M-V def2-TZVPD RIJCOSX def2/J DEFGRID3
* xyz 1 1
C -4.523 1.486 -1.137
N -3.152 1.045 -1.197
C -2.456 0.645 -0.077
C -1.103 0.453 -0.372
C 0.121 0.350 0.615
C 0.939 -0.827 0.027
C 0.673 -1.891 -0.864
N 1.871 -2.463 -1.244
C 2.085 -3.400 -2.326
C 2.909 -1.876 -0.528
C 4.268 -2.108 -0.669
C 5.132 -1.253 0.049
C 4.628 -0.145 0.768
C 3.277 0.137 0.789
C 2.376 -0.814 0.238
N -0.074 0.586 2.228
C 1.117 0.537 3.267
C -0.960 -0.635 2.456
C -2.237 -0.058 3.093
C -2.109 1.460 3.342
C -0.803 1.932 2.721
C -1.006 0.610 -1.830
C 0.066 0.606 -2.734
C -0.219 0.750 -4.098
C -1.545 1.039 -4.525
C -2.617 1.231 -3.623
C -2.296 1.017 -2.296
H -4.844 1.721 -2.157
H -5.202 0.724 -0.716
H -4.646 2.389 -0.508
H -3.009 0.650 0.848
H 0.801 1.299 0.586
H -0.271 -2.202 -1.339
H 3.146 -3.697 -2.316
H 1.434 -4.273 -2.179
H 1.854 -2.989 -3.334
H 4.623 -2.949 -1.241
H 6.210 -1.452 0.059
H 5.313 0.506 1.302
H 2.906 1.107 1.148
H 1.759 1.454 3.344
H 0.653 0.473 4.292
H 1.677 -0.404 3.153
H -1.009 -1.127 1.428
H -0.470 -1.352 3.149
H -3.130 -0.244 2.494
H -2.344 -0.590 4.041
H -2.894 2.031 2.848
H -2.157 1.726 4.408
H -0.155 2.489 3.436
H -0.907 2.581 1.843
H 1.101 0.478 -2.373
H 0.587 0.616 -4.817
H -1.739 1.147 -5.596
H -3.647 1.476 -3.876
*
```



ClKMg2O4 | ωB97M-V with the def2-TZVPD basis set

The molar mass is 187.16 g/mol. The value obtained for the calculated total energy is -1759.0015 Ha. For the gap between HOMO and LUMO, the calculation gives 4.433 eV. The value obtained for the LUMO energy is -22.849 eV.

```
! wB97M-V def2-TZVPD RIJCOSX def2/J DEFGRID3
* xyz 4 1
K -1.551 -4.357 1.109
Mg 0.390 1.485 -2.203
Mg -1.400 2.962 -1.152
Cl 0.501 -0.031 0.471
O 0.572 1.513 0.556
O 0.973 -0.481 -0.897
O 1.369 -0.536 1.475
O -0.853 -0.555 0.640
*
```